C6H7O | ωB97M-V with the def2-TZVPD basis set

XYZ file:
```
14
Properties=species:S:1:pos:R:3:forces:R:3:lowdin_charge:R:1
H 1.94573 0.11913 0.55352 2.972 -3.830 -0.241 0.038
C 0.95909 0.11626 0.26313 -4.488 -1.745 -1.506 -0.197
C 0.53127 0.22318 -1.13191 1.168 0.648 1.155 -0.029
C -0.75497 -0.07949 -1.49390 -0.032 -0.024 0.530 -0.105
C -1.67684 -0.50489 -0.53746 -0.718 -0.351 -0.410 -0.094
C -1.31541 -0.66012 0.79643 0.268 0.086 -0.125 -0.106
C -0.04325 -0.37555 1.22191 1.399 0.985 -0.757 -0.020
H 1.25917 0.59901 -1.85947 -0.331 -0.227 0.236 0.111
H -1.08031 0.01694 -2.50891 0.018 0.040 -0.463 0.096
H -2.69829 -0.76500 -0.85272 0.529 0.225 0.185 0.108
H -2.05072 -1.01375 1.49039 -0.219 -0.139 0.341 0.097
H 0.24930 -0.46354 2.26534 -0.080 -0.030 -0.199 0.110
H 2.83274 1.38869 0.87119 -0.995 -0.305 -0.330 0.088
O 1.84249 1.39913 0.92247 0.511 4.666 1.583 -0.098
```
Positions in Å, forces in eV/Å.

Its expectation value of S² is 0.798. The value obtained for the frontier orbital gap (spin up / spin down) is 8.5 / 8.5 eV. As for the multiplicity: 2. As for the lowest unoccupied orbital energy (spin up / spin down): 0.97 / -0.83 eV. The relative energy (zero: lowest compared OMol25 entry of this formula, charge and spin) is 9.1 kcal per mole. For the energy, the calculation gives -307.904089 hartree.